CH4IPS | ωB97M-V with the def2-TZVPD basis set

For the HOMO energy (alpha / beta), the calculation gives -9.2 / -9.2 eV. As for the structure (SMILES): S=CI.P. The LUMO energy (alpha / beta) is -1.03 / -1.03 eV. The HOMO-LUMO gap (alpha / beta) comes out at 8.19 / 8.18 eV.

Structure (ORCA input):
```
! wB97M-V def2-TZVPD RIJCOSX def2/J DEFGRID3
* xyz 0 1
S -1.246 -0.029 0.926
C -2.734 0.529 0.374
I -3.717 2.303 0.792
H -3.231 -0.068 -0.273
P 2.401 -0.207 -0.595
H 3.709 -0.583 -1.022
H 2.786 -0.516 0.787
H 2.033 -1.429 -0.989
*
```

C14H30Cl2N3OPRu | ωB97M-V with the def2-TZVPD basis set

For the HOMO energy (alpha / beta), the calculation gives -6.4 / -7.6 eV. The LUMO energy (alpha / beta) is -0.41 / -1.13 eV. The HOMO-LUMO gap (alpha / beta) comes out at 6.01 / 6.47 eV.

Structure (ORCA input):
```
! wB97M-V def2-TZVPD RIJCOSX def2/J DEFGRID3
* xyz 0 5
Ru 0.137 0.023 2.441
Cl 0.674 1.309 0.643
Cl -1.531 -1.063 1.466
H -0.036 1.475 3.016
H 1.425 -0.776 2.860
P 0.237 0.086 -2.461
C 1.905 -0.460 -3.165
C -0.906 -0.748 -3.692
C 0.251 1.847 -3.151
C 2.493 -1.526 -2.234
H 2.508 0.457 -3.054
C 1.994 -0.911 -4.628
H 1.462 -1.858 -4.805
H 3.058 -1.097 -4.844
H 1.658 -0.153 -5.347
H 2.446 -1.209 -1.185
H 3.549 -1.679 -2.491
H 1.976 -2.489 -2.339
H 1.247 2.181 -2.814
C -0.795 2.710 -2.435
C 0.165 2.037 -4.673
H 1.108 1.804 -5.186
H -0.036 3.102 -4.865
H -0.662 1.476 -5.131
H -0.686 2.648 -1.347
H -1.821 2.434 -2.708
H -0.641 3.755 -2.732
C -0.961 -2.255 -3.424
H -0.482 -0.580 -4.695
C -2.320 -0.158 -3.631
H -0.026 -2.765 -3.675
H -1.717 -2.707 -4.083
H -1.213 -2.448 -2.368
H -2.667 -0.081 -2.587
H -3.001 -0.804 -4.207
H -2.391 0.823 -4.110
C -0.342 2.009 7.430
N -0.318 0.775 6.643
C -0.451 -0.458 7.226
C -0.451 -1.589 6.460
C -0.378 -1.456 5.057
N -0.196 -0.246 4.507
C -0.240 0.908 5.269
O -0.222 2.050 4.752
N -0.418 -2.523 4.253
H -1.147 2.673 7.102
H 0.601 2.559 7.335
H -0.504 1.745 8.475
H -0.572 -0.437 8.313
H -0.503 -2.595 6.869
H -0.617 -3.412 4.676
H -0.643 -2.406 3.272
*
```